[1]
A single C6H9N molecule in a non-equilibrium geometry. Source: OMol25; level of theory: ωB97M-V/def2-TZVPD.

The geometry in XYZ format:
```
16
Properties=species:S:1:pos:R:3:lowdin_charge:R:1
C 1.6372 -1.3102 -0.8606 -0.102
C 1.0761 0.1548 -0.7568 -0.188
C -0.3959 -0.0432 -0.6358 -0.302
C -1.1207 -1.2312 -0.0758 -0.001
N -2.2054 -0.5991 0.4006 0.132
C -1.2688 0.4046 0.4518 -0.317
C -1.1588 1.3340 1.5927 -0.005
H 1.3089 -1.9732 0.0109 0.090
H 2.6942 -1.3542 -1.0715 0.057
H 1.1773 -1.7927 -1.6870 0.052
H 1.3061 0.7864 -1.5727 0.092
H 1.4883 0.6657 0.1345 0.112
H -0.8358 0.1617 -1.5865 0.141
H -0.2429 1.8057 1.7535 0.057
H -1.5600 0.8563 2.4613 0.080
H -1.8996 2.1347 1.4414 0.102
```

Summary:
Relative energy (zero: lowest compared OMol25 entry of this formula, charge and spin) in kJ/mol: 435.8
SMILES string: CC[C@H]1C2=N[C@@]21C
Gap between HOMO and LUMO in eV: 9.02
Molar mass in g mol⁻¹: 95.14

[2]
A single C6H9N molecule. Source: OMol25; level of theory: ωB97M-V/def2-TZVPD.

The geometry in XYZ format:
```
16
Properties=species:S:1:pos:R:3:lowdin_charge:R:1
H 0.5844 1.7124 1.6513 0.048
N 0.5001 1.0225 0.9061 0.126
C -0.0941 -0.0222 1.3374 -0.440
C -0.6776 -0.1602 2.7172 -0.054
C -0.4237 -1.1066 0.3763 -0.067
C -0.0537 -0.8660 -0.8575 -0.044
C 0.6233 -0.4916 -1.9011 -0.150
C 0.4452 0.6831 -2.8205 -0.090
H -1.7154 0.1951 2.6921 0.088
H -0.6887 -1.1985 3.0603 0.074
H -0.1184 0.4548 3.4261 0.075
H -1.0216 -1.9648 0.6738 0.100
H 1.3904 -1.2344 -2.0842 0.111
H 1.3103 1.3592 -2.7532 0.080
H 0.3793 0.3452 -3.8567 0.067
H -0.4398 1.2720 -2.5675 0.077
```

Summary:
Relative energy (zero: lowest compared OMol25 entry of this formula, charge and spin) in kJ/mol: 235.9
SMILES string: [H]/N=C(\C)C=C=CC
Gap between HOMO and LUMO in eV: 9.55
Molar mass in g mol⁻¹: 95.14

[3]
A single C6H9N molecule in a non-equilibrium geometry. Source: OMol25; level of theory: ωB97M-V/def2-TZVPD.

The geometry in XYZ format:
```
16
Properties=species:S:1:pos:R:3:lowdin_charge:R:1
C -2.3907 0.8147 -0.4248 -0.068
C -1.1678 0.0341 -0.0731 -0.298
C -0.7272 -1.1570 -0.5719 -0.086
N 0.6523 -1.1972 -0.4084 0.045
C 1.0756 -0.0504 0.1942 -0.333
C 2.4530 -0.0475 0.7928 -0.044
C -0.0393 0.6784 0.5714 -0.016
H -2.5216 0.7770 -1.5101 0.076
H -3.3675 0.4767 -0.0659 0.070
H -2.2924 1.8576 -0.1353 0.067
H -1.2430 -2.0704 -0.8222 0.110
H 1.2446 -1.7742 -0.9826 0.150
H 2.5007 -0.7240 1.6439 0.078
H 3.2152 -0.3264 0.0609 0.071
H 2.7165 0.9508 1.1429 0.075
H -0.1084 1.7577 0.5880 0.103
```

Summary:
Relative energy (zero: lowest compared OMol25 entry of this formula, charge and spin) in kJ/mol: 101.6
SMILES string: Cc1c[nH]c(C)c1
Gap between HOMO and LUMO in eV: 8.91
Molar mass in g mol⁻¹: 95.14

[4]
A single C6H9N molecule in a non-equilibrium geometry. Source: OMol25; level of theory: ωB97M-V/def2-TZVPD.

The geometry in XYZ format:
```
16
Properties=species:S:1:pos:R:3:lowdin_charge:R:1
C 0.8813 2.1232 -1.0908 -0.082
C 0.1148 1.2779 -0.1087 -0.249
C -1.2121 0.9560 -0.0189 -0.102
N -1.3487 -0.3870 0.1812 0.044
C -0.1376 -0.9508 0.4890 -0.333
C 0.0103 -2.3951 0.8365 -0.041
C 0.7972 -0.0016 0.2062 -0.036
H 0.3562 2.4492 -1.9851 0.070
H 1.2807 3.1065 -0.7242 0.071
H 1.8680 1.6778 -1.2260 0.065
H -2.0934 1.5773 -0.0080 0.110
H -2.1954 -0.9322 0.1069 0.151
H -0.1065 -2.5982 1.9047 0.075
H -0.8516 -2.9568 0.4416 0.072
H 0.8184 -2.9835 0.4189 0.074
H 1.8185 0.0373 0.5767 0.110
```

Summary:
Relative energy (zero: lowest compared OMol25 entry of this formula, charge and spin) in kJ/mol: 146.0
SMILES string: Cc1c[nH]c(C)c1
Gap between HOMO and LUMO in eV: 8.95
Molar mass in g mol⁻¹: 95.14

[5]
A single C6H9N molecule. Source: OMol25; level of theory: ωB97M-V/def2-TZVPD.

The geometry in XYZ format:
```
16
Properties=species:S:1:pos:R:3:lowdin_charge:R:1
C 1.6552 1.3297 -0.0983 -0.122
C 0.4151 0.8992 -0.7897 -0.168
N 1.6489 0.0411 -0.7760 -0.029
C 0.9355 -0.9272 0.1068 -0.115
C -0.3666 -0.1419 -0.0065 -0.384
C -1.5038 -0.1128 0.9705 -0.079
C -1.6614 -0.8046 -0.3591 -0.089
H 1.6859 1.3964 0.9875 0.111
H 2.3119 2.0364 -0.6039 0.105
H 0.0745 1.3881 -1.7007 0.132
H 1.3678 -1.0163 1.1103 0.116
H 0.8998 -1.9113 -0.3686 0.115
H -2.0639 0.8052 1.1309 0.101
H -1.4025 -0.7369 1.8568 0.101
H -1.6631 -1.8927 -0.3757 0.102
H -2.3333 -0.3525 -1.0842 0.103
```

Summary:
Relative energy (zero: lowest compared OMol25 entry of this formula, charge and spin) in kJ/mol: 302.9
SMILES string: C1[C@H]2N1CC21CC1
Gap between HOMO and LUMO in eV: 10.00
Molar mass in g mol⁻¹: 95.14

[6]
A gas-phase ion, C6H9N (charge +1) in a non-equilibrium geometry. Source: OMol25; level of theory: ωB97M-V/def2-TZVPD.

The geometry in XYZ format:
```
16
Properties=species:S:1:pos:R:3:lowdin_charge:R:1
C 1.0943 -0.0314 1.9959 -0.069
C 0.6313 -1.0156 0.9199 -0.177
C -0.0457 -0.3452 -0.2168 -0.149
C -1.0204 0.6974 -0.1235 0.075
N -1.3354 1.1828 -1.3421 0.098
C -0.6639 0.4557 -2.2942 0.065
C 0.1102 -0.4916 -1.5859 0.032
H 1.4404 -0.5436 2.8916 0.088
H 1.9546 0.5597 1.6858 0.088
H 0.2571 0.6057 2.2742 0.070
H 1.3709 -1.7679 0.6562 0.128
H -0.1344 -1.6712 1.3594 0.138
H -1.4888 1.1428 0.7354 0.155
H -2.0862 1.8118 -1.5346 0.174
H -0.7088 0.7094 -3.3403 0.150
H 0.6248 -1.2988 -2.0810 0.133
```

Summary:
Relative energy (zero: lowest compared OMol25 entry of this formula, charge and spin) in kJ/mol: 62.4
Total charge: +1
2S+1: 2
Expectation value of S²: 0.7644
Gap between HOMO and LUMO (spin up / spin down) in eV: 11.10 / 7.39
Molar mass in g mol⁻¹: 95.14